Record 1
The following is a DFT calculation (ωB97M-V/def2-TZVPD) of a 3-piece molecular cluster, C18H18ClNO14S overall.

As for the SMILES: CC(C)C[C@@H]1OS(=O)(=O)O[C@]1(Cl)ON=O.O=C1C=C(O)C(=O)C=C1O.O=C1C=C(O)C(=O)C=C1O. The net charge is 0. For the LUMO energy, the calculation gives -1.712 eV.

```
53
Properties=species:S:1:pos:R:3:forces:R:3
C -2.319 0.218 1.975 0.1 0.1 0.4
C -2.004 -1.116 2.682 -0.2 0.1 0.1
C -3.278 -1.856 3.102 0.1 0.4 -0.4
C -0.985 -1.963 1.912 -0.3 0.1 0.2
C -1.379 -2.455 0.512 0.9 0.7 -0.4
O -2.780 -2.491 0.196 -0.1 -0.5 0.3
S -3.367 -3.988 0.249 0.0 0.0 0.2
O -4.238 -4.189 1.346 0.1 0.1 0.0
O -3.772 -4.359 -1.054 0.1 0.0 0.0
O -1.953 -4.684 0.648 0.0 0.1 -0.4
C -0.903 -3.869 0.170 -0.3 -0.4 0.4
Cl -0.688 -4.075 -1.585 0.1 0.0 -0.1
O 0.230 -4.305 0.843 -0.1 -0.4 0.1
N 1.334 -3.443 0.509 0.1 0.4 -0.2
O 2.305 -3.832 0.991 0.0 -0.2 0.2
H -1.980 1.055 2.585 0.0 0.1 0.0
H -1.815 0.316 1.015 -0.1 0.0 -0.2
H -3.390 0.356 1.848 0.0 -0.1 -0.2
H -1.498 -0.868 3.618 0.2 0.0 0.0
H -4.000 -1.857 2.289 0.0 -0.2 0.0
H -3.745 -1.312 3.921 0.0 -0.1 0.2
H -3.075 -2.885 3.387 -0.1 -0.1 0.2
H -0.120 -1.319 1.744 0.2 -0.1 0.0
H -0.648 -2.774 2.555 -0.1 -0.2 -0.1
H -0.890 -1.797 -0.204 -0.5 0.2 -0.2
O 2.928 -1.218 -0.333 0.0 -0.1 0.0
C 3.545 -0.236 0.038 -0.1 0.3 -0.1
C 3.300 1.108 -0.444 0.0 -0.2 -0.1
C 4.042 2.117 0.029 -0.1 0.0 -0.1
O 3.889 3.382 -0.346 0.0 0.0 0.0
C 5.134 1.902 1.045 0.1 -0.3 0.2
O 5.765 2.880 1.401 -0.1 0.1 -0.1
C 5.366 0.557 1.541 0.1 0.1 0.0
C 4.620 -0.453 1.073 0.1 0.0 0.1
O 4.755 -1.710 1.468 0.0 0.0 0.0
H 2.514 1.250 -1.167 -0.1 0.0 0.0
H 4.561 3.890 0.148 0.1 0.0 0.0
H 6.141 0.415 2.280 0.0 0.0 0.0
H 4.095 -2.232 0.970 0.0 0.0 0.0
O 0.601 2.451 -1.246 0.0 0.1 0.1
C -0.207 2.772 -2.102 -0.1 -0.3 -0.1
C -0.916 1.835 -2.947 0.1 0.0 0.1
C -1.779 2.302 -3.862 0.0 -0.2 0.0
O -2.472 1.525 -4.675 0.0 0.0 0.0
C -2.033 3.779 -4.044 0.1 0.3 0.2
O -2.821 4.103 -4.911 -0.1 -0.1 -0.1
C -1.330 4.714 -3.185 -0.1 0.0 -0.1
C -0.471 4.246 -2.270 0.0 0.2 0.0
O 0.219 5.022 -1.448 0.0 0.0 0.0
H -0.727 0.779 -2.810 0.0 0.0 0.0
H -3.011 2.121 -5.231 0.0 0.0 0.0
H -1.526 5.769 -3.316 0.0 0.0 0.0
H 0.776 4.427 -0.909 0.0 0.0 0.0
```
Positions in Å, forces in eV/Å.

Results of the natural (NBO) charge analysis, in e, for atoms 1 through 2: C -0.62; C -0.21

---

Record 2
The following is a DFT calculation (ωB97M-V/def2-TZVPD) of one molecule with the formula C18H18F3NO6S2.

As for the SMILES: CCOC(=O)CN(C)S(=O)(=O)c1ccc(-c2cc(C(=O)OC)sc2C(F)(F)F)cc1. The net charge is 0. The value obtained for the relative energy (zero: lowest compared OMol25 entry of this formula, charge and spin) is 72.8 kcal/mol. For the LUMO energy, the calculation gives -0.443 eV.

```
48
Properties=species:S:1:pos:R:3:forces:R:3
C 0.825 -1.748 -1.126 -0.7 3.2 1.6
C 2.175 -2.043 -1.587 0.3 -1.1 -1.0
O 3.078 -1.210 -0.872 1.0 2.7 -0.9
C 3.493 -0.071 -1.509 1.4 0.5 -1.5
O 3.339 0.229 -2.687 -0.8 -1.3 1.6
C 4.464 0.882 -0.754 -1.2 -1.8 1.1
N 4.213 1.033 0.664 -0.4 2.4 0.3
C 4.624 0.112 1.704 -1.5 -1.4 -1.7
S 3.291 2.432 1.092 1.9 1.5 1.0
O 3.684 3.611 0.263 -1.2 -3.1 1.2
O 3.414 2.612 2.561 -0.4 -0.9 -2.9
C 1.613 1.899 0.694 0.1 -0.8 0.6
C 1.232 0.673 1.272 -1.1 0.0 1.4
C -0.105 0.174 1.252 1.7 2.7 -2.5
C -0.971 1.011 0.489 -0.7 -0.8 2.1
C -2.433 0.606 0.522 -0.4 -0.5 -0.8
C -3.056 -0.195 -0.558 0.5 0.8 2.1
C -4.346 -0.539 -0.245 0.9 -0.2 -1.2
C -5.234 -1.484 -1.063 2.6 -0.8 1.2
O -6.293 -1.735 -0.599 -2.0 -0.3 -0.5
O -4.594 -2.249 -2.053 -0.1 2.2 1.1
C -5.487 -3.096 -2.765 -0.2 -0.9 0.4
S -4.842 0.078 1.316 0.4 -0.1 -0.5
C -3.284 0.813 1.605 0.5 -0.9 -1.7
C -2.822 1.306 2.950 0.2 1.6 -1.3
F -3.937 1.700 3.672 2.1 -0.2 -0.4
F -2.104 0.419 3.593 -0.6 -1.4 1.2
F -1.843 2.298 2.780 -2.3 0.0 0.4
C -0.593 2.282 0.029 -1.2 -0.7 -1.5
C 0.719 2.711 0.005 0.6 -0.9 0.9
H 0.798 -1.854 -0.033 -0.3 0.0 -0.4
H 0.017 -2.216 -1.571 -1.3 -1.9 -1.0
H 0.547 -0.674 -1.376 0.7 -0.9 0.5
H 2.516 -2.976 -1.146 -0.3 -0.7 -1.0
H 2.173 -1.963 -2.711 0.9 -0.1 1.2
H 5.489 0.581 -0.964 0.1 -0.2 0.1
H 4.295 1.806 -1.235 0.0 1.1 -0.5
H 3.933 -0.753 1.731 0.1 0.4 0.5
H 5.560 -0.337 1.541 1.5 -0.3 -0.9
H 4.747 0.601 2.605 -0.4 1.0 1.9
H 1.894 0.216 2.002 0.3 -0.2 -0.5
H -0.365 -0.811 1.604 -0.2 0.2 0.3
H -2.459 -0.599 -1.370 -0.4 0.3 -0.1
H -5.821 -3.880 -2.048 -0.2 0.5 -0.7
H -6.284 -2.469 -3.139 -0.5 -0.3 -0.1
H -4.978 -3.577 -3.615 0.1 0.4 0.5
H -1.415 2.803 -0.482 0.7 0.2 0.3
H 1.131 3.593 -0.438 -0.4 0.6 -0.2
```
Positions in Å, forces in eV/Å.

Results of the natural (NBO) charge analysis, in e, for atoms 1 through 2: C -0.63; C -0.09

---

Record 3
The following is a DFT calculation (ωB97M-V/def2-TZVPD) of a 6-piece molecular cluster, C18H18F6O18 overall.

As for the SMILES: O=C1OC[C@@H](F)O1.O=C1OC[C@@H](F)O1.O=C1OC[C@@H](F)O1.O=C1OC[C@@H](F)O1.O=C1OC[C@@H](F)O1.O=C1OC[C@@H](F)O1. The net charge is 0. The value obtained for the relative energy (zero: lowest compared OMol25 entry of this formula, charge and spin) is 11.1 kcal/mol. For the LUMO energy, the calculation gives -0.208 eV.

```
60
Properties=species:S:1:pos:R:3:forces:R:3
O -28.303 13.579 -14.576 0.2 0.0 0.1
C -28.618 13.782 -15.697 -0.8 -0.1 0.1
O -29.685 13.177 -16.304 0.3 0.0 0.0
C -29.932 13.864 -17.521 -0.3 0.4 -0.7
C -28.563 14.394 -17.859 0.8 0.2 0.8
F -28.528 15.546 -18.565 -0.4 0.1 0.0
O -28.045 14.672 -16.543 0.1 -0.2 -0.3
H -30.337 13.256 -18.327 0.0 -0.5 0.4
H -30.634 14.682 -17.335 0.1 0.1 -0.1
H -27.857 13.699 -18.310 -0.3 -0.2 -0.3
O -21.893 12.088 -21.631 -0.1 -0.3 0.0
C -21.614 13.224 -21.480 0.4 0.2 -0.1
O -20.858 13.720 -20.464 -0.6 0.1 0.3
C -21.092 15.120 -20.404 0.1 0.8 0.2
C -21.542 15.475 -21.817 -0.2 -0.5 -0.2
F -20.545 15.918 -22.631 0.2 0.1 0.2
O -21.983 14.227 -22.309 -0.2 0.2 0.0
H -21.903 15.416 -19.727 -0.1 -0.6 0.1
H -20.202 15.613 -20.025 0.2 0.0 -0.5
H -22.387 16.156 -21.880 0.1 0.2 0.0
O -28.752 8.605 -10.876 0.2 0.0 0.0
C -28.650 9.229 -11.877 -0.2 0.1 -0.1
O -27.567 9.917 -12.288 0.1 -0.6 -0.1
C -27.792 10.373 -13.619 -0.4 0.6 -0.4
C -29.313 10.367 -13.727 0.4 -0.2 -0.1
F -29.708 9.905 -14.952 0.0 0.1 0.0
O -29.673 9.396 -12.771 -0.2 0.4 0.2
H -27.315 11.343 -13.709 -0.1 0.0 -0.2
H -27.467 9.705 -14.420 0.5 -0.2 0.5
H -29.793 11.332 -13.566 -0.2 -0.1 0.1
O -25.737 11.742 -15.973 -0.4 0.1 0.1
C -25.247 12.042 -17.006 0.6 -0.5 -0.1
O -23.911 12.080 -17.226 -0.1 0.3 0.0
C -23.703 12.753 -18.471 -1.2 -0.3 -0.6
C -25.000 12.427 -19.207 0.8 0.6 -0.2
F -24.929 11.239 -19.863 -0.2 -0.1 0.2
O -25.926 12.359 -18.152 0.0 -0.1 0.1
H -23.747 13.833 -18.314 0.7 0.0 0.1
H -22.859 12.370 -19.033 0.3 0.1 0.3
H -25.251 13.211 -19.920 -0.4 -0.1 0.0
O -25.478 8.071 -14.511 -0.2 -0.1 -0.1
C -24.569 8.790 -14.279 -0.1 0.1 0.3
O -24.619 9.895 -13.507 0.0 -0.1 0.0
C -23.404 10.603 -13.687 -0.2 1.3 0.0
C -22.440 9.549 -14.177 -0.2 0.4 -0.4
F -21.717 8.950 -13.188 0.0 0.0 0.1
O -23.305 8.611 -14.758 0.3 0.0 0.0
H -23.553 11.383 -14.446 0.0 -0.4 -0.3
H -23.148 11.204 -12.815 0.2 -0.8 0.4
H -21.767 9.942 -14.938 0.2 -0.3 0.1
O -24.877 15.636 -20.594 0.4 -0.3 0.1
C -25.175 16.262 -19.631 -0.7 -0.1 0.2
O -26.270 17.034 -19.562 -0.3 0.1 0.0
C -26.327 17.706 -18.308 1.0 1.2 0.1
C -24.911 17.468 -17.781 -0.2 0.2 0.2
F -24.849 17.338 -16.444 0.0 -0.4 0.0
O -24.508 16.279 -18.443 0.2 0.0 -0.2
H -26.402 18.783 -18.475 -0.4 -0.1 -0.2
H -27.134 17.411 -17.644 0.1 -0.6 -0.1
H -24.203 18.249 -18.068 0.0 0.1 0.1
```
Positions in Å, forces in eV/Å.

Results of the natural (NBO) charge analysis, in e, for atoms 1 through 2: O -0.56; C 0.98

---

Record 4
The following is a DFT calculation (ωB97M-V/def2-TZVPD) of C18H18F7N3O6S as an isolated structure.

The net charge is 0. For the LUMO energy, the calculation gives -1.335 eV.

```
53
Properties=species:S:1:pos:R:3:forces:R:3
C -0.601 1.245 4.186 0.0 0.2 -0.4
C 0.641 0.640 3.396 -0.1 -0.2 0.5
C 0.509 -0.946 3.157 0.0 1.2 0.7
F 0.544 -1.134 1.747 0.2 -0.3 1.4
C 1.605 -1.743 3.948 2.3 -2.1 0.4
C 1.873 -1.437 5.437 2.5 -2.3 1.0
O 1.161 -0.460 6.136 0.6 -1.1 -0.8
C 2.889 -2.180 6.234 -0.8 0.3 -1.6
C 3.764 -3.260 5.656 -1.1 0.3 -1.4
N 4.762 -4.053 6.231 -2.1 0.8 -3.6
S 5.230 -5.029 4.936 -0.6 0.7 -0.1
N 4.298 -4.570 3.612 -0.8 2.0 4.2
C 3.503 -3.569 4.190 -0.3 0.3 -0.5
C 2.430 -2.835 3.374 -0.3 2.0 2.3
N 2.264 -3.272 1.982 -1.3 -1.9 1.7
C 1.543 -4.303 2.053 0.1 1.1 -0.4
O 0.802 -5.202 2.085 1.0 0.7 -0.2
H -1.544 0.627 4.046 1.2 0.7 0.1
H -0.388 1.346 5.295 -0.3 -0.2 -1.4
H -0.804 2.267 3.755 0.1 -1.0 0.6
H 0.766 1.126 2.382 -0.3 -0.7 1.1
H 1.568 0.890 3.997 -1.0 -0.5 -0.8
H -0.521 -1.275 3.506 1.2 0.2 -0.5
H 1.412 -0.512 7.084 -0.1 0.0 -0.9
H 3.018 -1.927 7.330 -0.2 -0.2 -1.5
C 0.202 -3.372 -1.740 0.0 -0.1 -0.4
C -0.812 -2.313 -1.359 0.3 -0.4 0.7
O -1.054 -1.422 -2.462 -0.5 0.3 -0.7
C -1.946 -1.840 -3.372 0.5 -0.7 1.4
O -2.533 -2.885 -3.321 -0.1 0.5 -0.5
C -2.138 -0.776 -4.453 -0.1 1.0 -1.3
F -0.971 -0.246 -4.869 -0.2 -0.3 0.4
F -2.891 0.253 -4.012 0.2 -0.6 0.3
F -2.746 -1.256 -5.548 0.1 -0.2 0.6
H 1.118 -2.910 -2.113 0.0 0.0 0.2
H 0.446 -3.999 -0.881 0.0 0.1 0.0
H -0.179 -4.013 -2.538 -0.1 0.0 0.1
H -0.418 -1.703 -0.545 -0.1 0.2 -0.3
H -1.745 -2.758 -1.005 0.0 0.1 -0.3
C -2.959 3.192 -5.007 -0.1 0.2 0.2
C -1.804 3.834 -5.748 -0.2 -0.7 -0.2
O -1.740 5.242 -5.466 0.4 0.7 0.4
C -1.108 5.588 -4.335 -0.2 -1.4 -0.6
O -0.611 4.811 -3.568 0.0 0.7 0.1
C -1.073 7.110 -4.190 -0.1 1.7 0.3
F -2.257 7.680 -4.486 0.2 -0.5 0.0
F -0.160 7.665 -5.011 -0.1 -0.5 0.1
F -0.761 7.499 -2.944 0.0 -0.6 -0.3
H -3.895 3.706 -5.235 0.1 -0.1 -0.1
H -3.057 2.143 -5.283 0.0 0.1 0.0
H -2.816 3.254 -3.926 0.1 -0.1 -0.1
H -1.959 3.738 -6.824 0.0 0.3 0.1
H -0.856 3.346 -5.514 0.0 0.2 0.2
```
Positions in Å, forces in eV/Å.

Results of the natural (NBO) charge analysis, in e, for atoms 1 through 2: C -0.62; C -0.44

---

One value per record, in order, for Kohn-Sham gap: 8.10; 8.97; 10.45; 7.53 eV.